This record from OMol25 describes 7 unconnected molecules or ions with the total composition C17H31Cl3N2O12 in a non-equilibrium geometry. The level of theory is the ωB97M-V functional and the def2-TZVPD basis.

Last column: natural (NBO) charge in e.
Atoms and positions in Å:
C: 14.66481 19.03400 -4.80846  -0.257
O: 15.11277 17.79051 -5.31910  -0.498
C: 15.84302 17.75773 -6.42047  0.981
O: 16.34540 18.74702 -6.95814  -0.668
O: 15.91992 16.50367 -6.78129  -0.498
C: 16.88539 16.07181 -7.79833  -0.274
H: 14.12174 19.58153 -5.57878  0.183
H: 15.54307 19.55254 -4.42391  0.194
H: 13.90818 18.75853 -4.07380  0.217
H: 16.82288 14.99480 -7.95404  0.213
H: 17.81090 16.24963 -7.25068  0.188
H: 16.99664 16.80256 -8.59941  0.217
C: 11.36523 22.28030 -4.59743  -0.290
O: 10.24473 23.21154 -4.38101  -0.508
C: 10.22049 23.86431 -3.19276  0.986
O: 10.90402 23.55035 -2.24035  -0.623
O: 9.46741 25.03275 -3.31269  -0.501
C: 9.10462 25.60729 -2.10906  -0.257
H: 11.51179 21.45487 -3.90081  0.221
H: 12.36883 22.65200 -4.80413  0.200
H: 11.17232 21.69389 -5.49577  0.200
H: 8.26883 25.03838 -1.70175  0.163
H: 8.74620 26.60150 -2.37584  0.202
H: 9.87641 25.55125 -1.34140  0.204
C: 4.48316 23.60614 -2.02880  -0.264
O: 4.92888 22.93731 -0.86226  -0.509
C: 5.23121 21.64596 -0.83414  0.978
O: 4.96296 20.84078 -1.76747  -0.638
O: 5.59783 21.37435 0.42354  -0.503
C: 5.87605 20.04598 0.75216  -0.260
H: 5.17429 23.56738 -2.87079  0.196
H: 4.10669 24.61167 -1.84098  0.207
H: 3.55340 23.14146 -2.35699  0.197
H: 6.28229 20.00381 1.76275  0.210
H: 6.66978 19.64056 0.12469  0.185
H: 4.97035 19.44104 0.79531  0.205
C: 7.36610 16.60993 0.13559  -0.259
O: 6.38537 16.89184 1.18069  -0.514
C: 6.59721 16.29845 2.40275  0.991
O: 7.45766 15.43031 2.66325  -0.655
O: 5.65812 16.58627 3.32958  -0.515
C: 5.81327 16.21728 4.71204  -0.249
H: 7.67515 17.53944 -0.34254  0.188
H: 6.87241 15.95603 -0.58328  0.195
H: 8.17809 16.00707 0.54219  0.226
H: 6.68042 16.68134 5.18193  0.197
H: 5.86514 15.12893 4.74204  0.198
H: 4.90429 16.40758 5.28269  0.200
Cl: 8.28585 20.51537 -4.99765  0.001
C: 7.17581 21.51422 -6.00870  -0.237
Cl: 5.89454 22.14085 -4.90628  0.004
Cl: 6.53489 20.39100 -7.27749  -0.004
H: 7.62958 22.32829 -6.57393  0.239
C: 9.40356 20.31473 -1.24423  -0.728
C: 10.68166 19.86378 -1.85305  0.317
N: 11.66225 19.49813 -2.33081  -0.371
H: 9.38182 21.38660 -1.04743  0.263
H: 9.23213 19.70597 -0.35647  0.263
H: 8.67496 20.20162 -2.04700  0.255
C: 7.50420 23.47093 1.07590  -0.709
C: 8.23194 22.26886 1.61183  0.301
N: 8.83022 21.36542 2.02975  -0.365
H: 8.14866 24.34994 1.08662  0.250
H: 6.68617 23.57727 1.78838  0.261
H: 7.10190 23.20674 0.09792  0.256

## Properties
Structure (SMILES)   COC(=O)OC.COC(=O)OC.COC(=O)OC.COC(=O)OC.ClC(Cl)Cl.CC#N.CC#N
Orbital gap   10.764 eV
LUMO level   0.32 eV
Electronic energy   -83246.1165 eV